[1]
Density functional theory data (ωB97M-V/def2-TZVPD) for one molecule with the formula C22H27ClN4O2.

Strongest force on any atom = 0.012 Eh/bohr
Frontier orbital gap = 9.38 eV
Lowest unoccupied orbital energy = 0.69 eV
Relative energy (zero: lowest compared OMol25 entry of this formula, charge and spin) = 5.0 kJ/mol
2S+1 = 1

Each line ends with the Löwdin charge.
Positions of all 56 atoms, in Å:
C -4.747 -0.111 -0.378  -0.079
N -3.530 -0.284 0.389  -0.229
C -3.642 -1.378 1.339  -0.187
C -2.268 -1.937 1.714  -0.152
N -1.578 -2.391 0.532  0.084
C -0.992 -3.594 0.444  -0.479
O -0.962 -4.411 1.344  0.051
C -0.303 -3.823 -0.911  -0.049
N 0.845 -2.964 -1.065  -0.041
C 2.083 -3.233 -0.365  -0.092
C 2.884 -1.936 -0.561  -0.101
N 1.912 -1.037 -1.138  -0.029
C 2.155 0.370 -1.329  -0.108
C 2.171 1.103 -0.010  -0.213
C 0.965 1.428 0.599  -0.013
C 0.930 2.071 1.822  -0.067
C 2.113 2.394 2.466  -0.079
C 3.326 2.070 1.885  -0.108
C 3.348 1.427 0.657  -0.604
Cl 4.892 1.040 -0.035  0.703
C 0.713 -1.634 -1.356  -0.494
O -0.296 -1.093 -1.771  0.052
C -3.138 0.962 1.025  -0.161
C -2.699 2.005 0.031  -0.230
C -2.035 1.641 -1.136  -0.069
C -1.602 2.610 -2.023  -0.075
C -1.819 3.951 -1.756  -0.091
C -2.479 4.320 -0.596  -0.087
C -2.918 3.351 0.289  -0.047
H -4.952 -1.021 -0.939  0.088
H -4.607 0.707 -1.083  0.084
H -5.618 0.120 0.255  0.092
H -4.177 -1.081 2.258  0.126
H -4.213 -2.178 0.862  0.123
H -1.665 -1.176 2.224  0.113
H -2.377 -2.795 2.382  0.122
H -1.572 -1.757 -0.260  0.109
H -1.000 -3.597 -1.721  0.133
H 0.022 -4.864 -0.978  0.133
H 1.892 -3.442 0.695  0.129
H 2.583 -4.102 -0.802  0.125
H 3.728 -2.074 -1.248  0.125
H 3.271 -1.540 0.383  0.115
H 3.101 0.504 -1.861  0.102
H 1.331 0.742 -1.944  0.129
H 0.047 1.179 0.089  0.091
H -0.019 2.328 2.267  0.101
H 2.097 2.898 3.420  0.105
H 4.255 2.314 2.377  0.102
H -2.293 0.753 1.690  0.113
H -3.955 1.370 1.651  0.129
H -1.863 0.597 -1.350  0.090
H -1.092 2.313 -2.927  0.105
H -1.480 4.707 -2.449  0.099
H -2.656 5.364 -0.382  0.100
H -3.437 3.645 1.192  0.109

***

[2]
Density functional theory data (ωB97M-V/def2-TZVPD) for one molecule with the formula C22H27FN2O4.

Strongest force on any atom = 0.015 Eh/bohr
Frontier orbital gap = 8.03 eV
Lowest unoccupied orbital energy = 0.19 eV
Relative energy (zero: lowest compared OMol25 entry of this formula, charge and spin) = 265.9 kJ/mol
2S+1 = 1

Each line ends with the Löwdin charge.
Positions of all 56 atoms, in Å:
C -5.241 -1.004 -1.923  -0.062
O -4.491 -1.204 -0.748  -0.081
C -4.011 -0.111 -0.096  -0.189
C -4.159 1.200 -0.505  0.060
C -3.592 2.252 0.222  -0.154
C -3.804 3.624 -0.305  -0.405
C -3.210 4.764 0.485  -0.017
O -4.427 3.816 -1.326  0.084
C -2.871 1.971 1.377  -0.025
C -2.721 0.663 1.800  0.001
C -3.279 -0.384 1.081  -0.211
O -3.225 -1.689 1.485  -0.029
C -1.960 -2.277 1.723  -0.120
C -1.347 -2.764 0.389  -0.324
O -2.325 -3.461 -0.335  -0.016
C -0.738 -1.621 -0.456  -0.129
N 0.712 -1.618 -0.421  -0.167
C 1.267 -0.802 -1.486  -0.175
C 2.791 -0.916 -1.515  -0.160
N 3.320 -0.490 -0.240  -0.110
C 4.609 0.010 -0.138  -0.229
C 5.005 0.671 1.032  -0.020
C 6.259 1.233 1.150  -0.013
C 7.137 1.150 0.085  -0.289
F 8.368 1.704 0.195  0.043
C 6.780 0.514 -1.087  -0.013
C 5.525 -0.055 -1.193  -0.021
C 2.771 -1.296 0.829  -0.142
C 1.250 -1.169 0.849  -0.171
H -5.525 -1.999 -2.262  0.098
H -4.646 -0.511 -2.698  0.102
H -6.142 -0.415 -1.726  0.101
H -4.703 1.456 -1.400  0.116
H -2.130 4.656 0.545  0.087
H -3.451 5.702 -0.008  0.084
H -3.618 4.772 1.494  0.087
H -2.426 2.761 1.960  0.107
H -2.171 0.449 2.704  0.122
H -1.284 -1.592 2.243  0.111
H -2.168 -3.139 2.360  0.138
H -0.553 -3.488 0.598  0.152
H -3.141 -2.934 -0.311  0.079
H -1.039 -1.803 -1.491  0.132
H -1.151 -0.643 -0.150  0.123
H 0.867 -1.154 -2.439  0.123
H 0.992 0.261 -1.361  0.132
H 3.168 -0.264 -2.303  0.120
H 3.067 -1.958 -1.739  0.133
H 4.315 0.765 1.855  0.106
H 6.557 1.742 2.053  0.117
H 7.484 0.457 -1.903  0.117
H 5.272 -0.570 -2.106  0.101
H 3.181 -0.985 1.788  0.111
H 3.024 -2.356 0.668  0.134
H 0.856 -1.802 1.646  0.113
H 0.971 -0.118 1.055  0.134

***

[3]
Density functional theory data (ωB97M-V/def2-TZVPD) for C22H27FeN3O8S2 as an isolated structure.

Charge = +1
Strongest force on any atom = 0.030 Eh/bohr
Frontier orbital gap (spin up / spin down) = 7.65 / 5.69 eV
Lowest unoccupied orbital energy (spin up / spin down) = -3.56 / -5.59 eV
2S+1 = 6
⟨S²⟩ = 8.80

Each line ends with the Löwdin spin population.
Positions of all 63 atoms, in Å:
Fe -1.047 -1.579 2.028  4.089
C -0.838 -4.383 4.699  0.000
C -1.916 -3.408 4.253  0.006
C -3.056 -3.301 5.246  0.002
O -1.316 -2.077 4.045  0.071
C -2.441 -3.849 2.891  0.019
O -3.076 -4.857 2.780  0.032
O -2.115 -3.046 1.882  0.216
H -0.521 -4.172 5.722  0.000
H 0.029 -4.327 4.040  0.000
H -1.240 -5.393 4.663  0.000
H -2.679 -3.117 6.254  0.000
H -3.610 -4.237 5.246  0.001
H -3.737 -2.495 4.971  0.000
H -0.926 -1.772 4.873  0.003
C -0.810 4.933 -4.436  0.000
C -1.224 3.839 -3.455  0.000
S -2.868 4.170 -2.878  0.000
O -2.827 5.359 -2.063  0.000
O -3.766 4.065 -3.993  0.000
C -3.227 2.816 -1.777  0.000
C -2.729 3.120 -0.368  0.001
N -2.747 1.910 0.478  0.006
C -1.726 1.046 0.589  0.015
N -2.022 0.096 1.484  0.070
C -3.283 0.366 1.965  0.010
C -3.729 1.477 1.350  0.004
N -5.039 2.073 1.492  0.001
O -5.723 1.632 2.386  0.000
O -5.350 2.944 0.705  0.001
C -0.472 1.146 -0.200  0.000
H 0.205 4.751 -4.785  0.000
H -0.844 5.911 -3.957  0.000
H -1.478 4.947 -5.294  0.000
H -0.580 3.823 -2.572  0.000
H -1.252 2.855 -3.925  0.000
H -2.770 1.921 -2.204  0.000
H -4.313 2.716 -1.803  0.000
H -3.359 3.873 0.086  0.000
H -1.713 3.506 -0.369  0.000
H -3.793 -0.244 2.691  0.001
H -0.069 2.158 -0.178  0.000
H -0.650 0.873 -1.242  0.000
H 0.269 0.465 0.208  0.001
C 7.877 -0.300 -4.277  0.001
C 6.767 -0.425 -3.271  0.005
O 5.954 0.414 -3.026  0.002
S 6.773 -2.074 -2.492  0.015
C 5.348 -1.997 -1.475  0.049
C 5.115 -0.915 -0.616  -0.006
C 3.965 -0.874 0.134  0.038
C 3.026 -1.926 0.053  0.023
C 3.304 -3.043 -0.761  0.041
C 4.452 -3.071 -1.518  -0.006
C 1.811 -1.842 0.734  0.206
C 0.719 -1.747 1.312  0.085
H 8.222 0.731 -4.301  0.000
H 7.472 -0.550 -5.259  0.000
H 8.701 -0.976 -4.059  0.000
H 5.842 -0.121 -0.541  -0.001
H 3.770 -0.043 0.797  0.002
H 2.595 -3.859 -0.797  0.002
H 4.663 -3.915 -2.162  -0.001

***

[4]
Density functional theory data (ωB97M-V/def2-TZVPD) for C22H27HfIN2OSb as an isolated structure.

Charge = +3
Strongest force on any atom = 0.058 Eh/bohr
Frontier orbital gap = 5.78 eV
Lowest unoccupied orbital energy = -11.22 eV
Relative energy (zero: lowest compared OMol25 entry of this formula, charge and spin) = 120.8 kJ/mol
2S+1 = 1

Each line ends with the Löwdin charge.
Positions of all 55 atoms, in Å:
Hf -0.426 0.075 -0.367  1.521
I 0.627 -1.135 2.236  1.061
C -0.612 -2.908 1.705  -0.475
C -0.584 -3.906 2.636  -0.108
C -1.279 -5.099 2.384  -0.012
C -1.942 -5.251 1.201  0.026
C -1.986 -4.213 0.246  -0.133
C -2.697 -4.404 -0.956  0.043
C -2.764 -3.426 -1.908  -0.025
C -2.139 -2.191 -1.680  -0.111
C -1.440 -1.927 -0.503  -0.316
C -1.321 -2.956 0.484  -0.255
H -0.031 -3.800 3.557  0.113
H -1.276 -5.881 3.125  0.135
H -2.460 -6.170 0.969  0.139
H -3.197 -5.350 -1.105  0.143
H -3.302 -3.594 -2.827  0.131
H -2.223 -1.438 -2.465  0.106
C -3.198 2.117 -0.113  -0.197
C -2.369 3.366 0.144  -0.408
Sb -0.405 2.808 0.911  1.326
C -0.923 2.441 3.030  -0.406
C -1.996 3.373 3.560  -0.158
C 0.925 4.599 0.906  -0.357
C 0.381 5.697 1.784  -0.160
H -4.161 2.393 -0.546  0.105
H -3.405 1.576 0.818  0.085
H -2.701 1.435 -0.850  0.019
H -2.860 3.992 0.885  0.064
H -2.246 3.955 -0.764  0.069
H 0.006 2.569 3.588  0.062
H -1.233 1.395 3.122  0.010
H -1.737 4.421 3.420  0.068
H -2.097 3.216 4.632  0.097
H -2.966 3.180 3.112  0.070
H 1.002 4.911 -0.137  0.062
H 1.895 4.247 1.266  0.060
H -0.574 6.074 1.426  0.084
H 1.083 6.532 1.758  0.102
H 0.304 5.385 2.824  0.072
N 6.128 -1.840 -3.790  0.234
C 4.863 -1.521 -4.003  -0.521
O 4.270 -1.460 -5.056  0.145
C 3.924 -1.143 -2.876  -0.054
C 2.939 -2.058 -2.485  0.048
C 1.847 -1.628 -1.771  -0.115
N 1.655 -0.330 -1.420  -0.132
C 2.627 0.546 -1.767  -0.103
C 3.749 0.191 -2.480  0.049
H 6.702 -2.066 -4.592  0.148
H 6.561 -1.884 -2.882  0.133
H 3.032 -3.097 -2.755  0.146
H 1.078 -2.336 -1.457  0.108
H 2.476 1.575 -1.446  0.117
H 4.477 0.945 -2.729  0.144